P | 26
Properties=species:S:1:pos:R:3 method="wB97M-V/def2-TZVPD" smiles=C.O.O.O.O.O.O.O orbital_gap_ev=10.77
C -0.31340 -1.85262 -3.46472
H -1.28839 -1.98954 -3.91783
H 0.31876 -1.15752 -4.01406
H 0.16416 -2.83329 -3.44514
H -0.29913 -1.51416 -2.43013
H -2.21511 -0.87580 0.84177
H -0.78535 -0.47403 1.31346
O -1.48179 -0.27586 0.66227
H -3.21724 1.34558 -1.34428
H -2.54305 -0.01537 -0.88616
O -3.28408 0.38711 -1.36652
H 3.01808 -2.09228 -0.99433
H 1.53800 -1.75538 -0.71349
O 2.11676 -2.28036 -1.27232
H 1.57752 0.75543 -1.88858
H 1.63940 1.09972 -0.36937
O 1.92516 0.47064 -1.03899
H -1.29413 0.01280 3.62114
H -0.46005 1.09080 2.79367
O -0.48946 0.18509 3.12658
H -1.41181 1.89426 0.91823
H 0.06996 2.31535 1.11704
O -0.83914 2.61404 1.22640
H 1.80617 0.64500 2.64595
H 3.19400 0.39865 2.07752
O 2.32396 0.73038 1.83578

=====

Q | 26
Properties=species:S:1:pos:R:3 method="wB97M-V/def2-TZVPD" smiles=C.O.O.O.O.O.O.O orbital_gap_ev=11.37
C -2.48601 1.01733 0.33320
H -2.48706 0.04231 -0.16016
H -1.62405 1.16351 0.96615
H -3.43482 0.93122 0.86849
H -2.55747 1.86125 -0.34516
H 2.29560 -1.45133 -0.24373
H 1.16458 -0.92838 -1.17490
O 1.86201 -0.64160 -0.55302
H 1.94107 0.62451 -2.16789
H 1.67731 1.86706 -3.00670
O 1.34470 0.97462 -2.84661
H 2.71617 2.33017 0.04753
H 1.58747 1.35756 0.03232
O 1.74395 2.30906 0.08561
H -1.02132 1.13303 2.79762
H 0.24936 1.74708 3.29134
O -0.63770 1.49605 3.60340
H -2.16448 -3.28157 -1.15911
H -0.80225 -2.60749 -1.36651
O -1.22400 -3.43119 -1.05848
H -0.91469 -0.11914 -1.76813
H -0.00887 -0.58052 -2.90317
O -0.44221 -0.89334 -2.09018
H 1.23711 -2.34413 3.26241
H 0.59256 -1.15331 2.55003
O 1.39304 -1.42277 3.00562

=====

Q (0.212 eV below the next structure)

=====

P | 16
Properties=species:S:1:pos:R:3 method="wB97M-V/def2-TZVPD" orbital_gap_ev=7.98
C -1.08718 2.21010 -0.36174
O -0.06528 1.38921 0.14010
C -0.55151 0.12657 0.61900
C 0.59098 -0.76189 0.98286
C 0.90631 -2.13449 -0.46651
O 1.63477 -0.60283 -0.13067
H -1.64228 1.71677 -1.17622
H -1.80649 2.48078 0.42640
H -0.62539 3.12241 -0.74825
H -1.18602 -0.30209 -0.18317
H -1.19346 0.27277 1.50123
H 1.09107 -0.40121 1.88936
H 1.37963 -2.16863 -1.46268
H -0.17028 -2.26310 -0.57031
H 1.34628 -2.87736 0.18793
H 1.37885 0.19299 -0.64733

=====

Q | 16
Properties=species:S:1:pos:R:3 method="wB97M-V/def2-TZVPD" smiles=COCCOC orbital_gap_ev=10.98
C -0.61562 2.86071 0.24552
O -0.79190 1.52116 -0.12716
C 0.09841 0.63935 0.51484
C -0.21811 -0.74679 -0.02675
O 0.94257 -1.53965 -0.00216
C 0.73397 -2.78722 -0.61546
H -1.32527 3.45121 -0.33956
H -0.81744 3.01593 1.31687
H 0.40528 3.21308 0.02826
H 1.14689 0.88418 0.27967
H -0.02166 0.69180 1.60970
H -1.03623 -1.21758 0.54242
H -0.56459 -0.61432 -1.06338
H 1.71101 -3.19176 -0.89233
H 0.22737 -3.49683 0.05682
H 0.12532 -2.68328 -1.52730

=====

Q (4.753 eV below the next structure)

=====

P | 16
Properties=species:S:1:pos:R:3 method="wB97M-V/def2-TZVPD" smiles=OCCCCO orbital_gap_ev=10.41
O 1.70911 -0.93561 -0.79325
C 1.38069 0.42200 -1.00313
C -0.17062 0.50362 -1.13812
C -0.97960 0.65185 0.16584
C -0.98135 -0.52358 1.14889
O 0.34381 -0.77704 1.61271
H 1.25531 -1.06139 0.06131
H 1.87658 1.00889 -0.19155
H 1.89050 0.82199 -1.89391
H -0.48288 -0.46060 -1.57159
H -0.50396 1.24958 -1.87569
H -2.04249 0.82048 -0.06944
H -0.60466 1.54017 0.67981
H -1.40269 -1.43132 0.68346
H -1.62064 -0.26729 2.00884
H 0.33290 -1.56176 2.17581

=====

Q | 16
Properties=species:S:1:pos:R:3 method="wB97M-V/def2-TZVPD" smiles=C[C@@H](O)CCO orbital_gap_ev=10.57
C -2.11127 0.38566 0.38130
C -0.64105 0.05798 0.52663
O -0.53511 -1.31788 0.83422
C 0.17505 0.35087 -0.71331
C 1.68208 0.18584 -0.45656
O 2.10498 -0.94144 0.32887
H -2.62130 0.17694 1.32518
H -2.25633 1.43974 0.12189
H -2.55817 -0.23758 -0.40112
H -0.20661 0.67212 1.33508
H 0.41976 -1.49045 0.90375
H 0.04577 1.39052 -1.05642
H -0.18482 -0.28294 -1.53892
H 2.05967 1.05797 0.09506
H 2.06220 0.14705 -1.47258
H 2.56517 -1.59440 -0.21307

=====

R | 16
Properties=species:S:1:pos:R:3 method="wB97M-V/def2-TZVPD" smiles=C1CCOC1.O orbital_gap_ev=10.31
O -0.43760 1.28271 -0.20446
C 0.00000 0.00000 0.00000
C 0.30836 2.17853 0.60508
C 0.42011 -0.05474 1.49518
C 1.01288 1.35040 1.61843
H -0.87315 -0.66774 -0.13111
H 0.79129 -0.34020 -0.69539
H 1.07928 2.51484 -0.11467
H -0.28762 3.06416 0.89821
H -0.42576 -0.11281 2.20692
H 1.08609 -0.91662 1.69288
H 2.11135 1.35190 1.48132
H 0.80376 1.64904 2.66367
O 1.46503 -0.56006 5.03169
H 1.55865 -1.33798 4.43643
H 0.56394 -0.21172 4.84476

=====

S | 16
Properties=species:S:1:pos:R:3 method="wB97M-V/def2-TZVPD" smiles="CCC=O.CO" orbital_gap_ev=10.88
C -1.26451 2.27471 0.44052
O -1.32814 0.97023 0.95135
C 0.05010 -0.74314 -0.63975
C 0.34010 -0.98593 0.77998
C 1.30277 -1.62448 -1.04813
O 1.00065 -0.25573 1.49415
H -0.38798 2.43775 -0.20908
H -2.16568 2.44506 -0.15317
H -1.22577 3.00434 1.25896
H 0.14131 0.30419 -0.94998
H -0.92782 -1.12391 -0.97173
H 0.04255 -2.00521 1.08891
H 1.90684 -2.03038 -0.21326
H 1.99285 -0.98335 -1.58485
H 0.99214 -2.49227 -1.61566
H -0.46940 0.80811 1.37175

=====

Q (0.270 eV below the next structure)

=====

P | 16
Properties=species:S:1:pos:R:3 method="wB97M-V/def2-TZVPD" smiles=COC(C)OC orbital_gap_ev=11.17
C -0.26603 -0.35003 1.85597
C 0.17881 -0.44035 -0.51531
C -1.12095 -1.21853 -0.89567
C 1.09796 1.71419 -0.74024
H 0.32179 -0.57974 2.79384
H -0.56153 0.73077 1.89438
H -1.16779 -0.97523 1.86462
H 1.07581 -0.80675 -1.08207
H -1.98315 -0.68361 -0.44362
H -1.24688 -1.22088 -2.02982
H -1.13208 -2.27195 -0.52775
H 0.81537 2.73293 -1.12009
H 1.92511 1.36472 -1.38813
H 1.51778 1.78690 0.27671
O 0.61175 -0.70801 0.79932
O -0.06598 0.92557 -0.74215

=====

Q | 16
Properties=species:S:1:pos:R:3 method="wB97M-V/def2-TZVPD" smiles=CC(CO)CO orbital_gap_ev=10.83
C 1.22060 -1.15089 0.50874
C 0.03701 -0.40681 -0.10172
C 0.51577 0.90380 -0.72778
O -0.47802 1.53421 -1.53081
C -1.03767 -0.14644 0.95612
O -2.19568 0.47165 0.44789
H 1.97549 -1.38790 -0.24950
H 1.70269 -0.53848 1.28092
H 0.89611 -2.08688 0.97568
H -0.41476 -1.02367 -0.89316
H 1.44203 0.74779 -1.30051
H 0.75052 1.62445 0.06419
H -0.57053 1.02490 -2.34932
H -1.35177 -1.09926 1.40009
H -0.58047 0.44998 1.76922
H -1.91133 1.08357 -0.25005

=====

R | 16
Properties=species:S:1:pos:R:3 method="wB97M-V/def2-TZVPD" smiles="C=CCO.CO" orbital_gap_ev=10.32
C 1.07646 -0.56969 -1.96455
C 0.65322 1.39360 0.50954
C -0.51510 0.77603 0.58632
O 0.55667 -1.27136 -0.87864
C -0.78496 -0.42208 1.45067
O -1.68899 -1.32464 0.80856
H 2.16717 -0.63710 -1.85601
H 0.79124 -1.00611 -2.93519
H 0.84485 0.51812 -1.97418
H 1.56154 0.95857 0.93231
H 0.73546 2.35189 0.00713
H -1.40296 1.15133 0.07604
H -0.39671 -1.39369 -0.98681
H -1.26321 0.00801 2.34708
H 0.14440 -0.93154 1.75010
H -1.96481 -1.97412 1.46886

=====

Q (0.727 eV below the next structure)